{
  "formula": "C25H50O2",
  "method": "ωB97M-V/def2-TZVPD",
  "species": ["C", "C", "C", "C", "C", "C", "C", "C", "C", "C", "C", "C", "C", "C", "C", "C", "C", "C", "C", "C", "C", "C", "C", "H", "H", "C", "C", "O", "O", "H", "H", "H", "H", "H", "H", "H", "H", "H", "H", "H", "H", "H", "H", "H", "H", "H", "H", "H", "H", "H", "H", "H", "H", "H", "H", "H", "H", "H", "H", "H", "H", "H", "H", "H", "H", "H", "H", "H", "H", "H", "H", "H", "H", "H", "H", "H", "H"],
  "xyz": [[5.4961, -3.2933, 1.5550], [4.3041, -3.0840, 2.4815], [2.9807, -3.3079, 1.7532], [1.7557, -3.1834, 2.6595], [1.5245, -1.7645, 3.1742], [0.1694, -1.6361, 3.8670], [-0.1412, -0.2013, 4.2988], [-0.5629, 0.7108, 3.1448], [-2.0080, 0.4837, 2.7044], [-2.3639, 1.3378, 1.4889], [-3.8557, 1.2998, 1.1603], [-4.2013, 2.1018, -0.0967], [-3.8513, 1.3705, -1.3931], [-3.9232, 2.2855, -2.6181], [-2.6956, 3.1872, -2.7725], [-1.4863, 2.4483, -3.3442], [-0.2465, 3.3401, -3.3761], [0.9285, 2.7320, -4.1446], [1.4437, 1.4023, -3.5911], [1.9729, 1.5100, -2.1624], [2.7334, 0.2628, -1.7062], [1.9232, -1.0343, -1.7494], [0.6726, -0.9836, -0.8774], [-0.0205, -0.2380, -1.2680], [0.9473, -0.6941, 0.1393], [-0.0422, -2.3396, -0.8379], [-1.3079, -2.2189, -0.0330], [-1.5122, -2.7129, 1.0437], [-2.2125, -1.4527, -0.6527], [-3.0035, -1.3335, -0.1024], [-0.3036, -2.6393, -1.8541], [0.5977, -3.0972, -0.3865], [2.5634, -1.8510, -1.4060], [1.6386, -1.2569, -2.7790], [3.6156, 0.1367, -2.3388], [3.0839, 0.4256, -0.6835], [2.6546, 2.3625, -2.1034], [1.1496, 1.7047, -1.4747], [0.6451, 0.6618, -3.6387], [2.2530, 1.0551, -4.2392], [0.6237, 2.5781, -5.1831], [1.7494, 3.4540, -4.1477], [0.0605, 3.5710, -2.3543], [-0.5093, 4.2867, -3.8561], [-1.2853, 1.5626, -2.7408], [-1.7177, 2.1130, -4.3583], [-2.9435, 4.0180, -3.4375], [-2.4299, 3.6143, -1.8035], [-4.8202, 2.9044, -2.5408], [-4.0224, 1.6762, -3.5193], [-4.5492, 0.5401, -1.5260], [-2.8507, 0.9458, -1.3236], [-5.2712, 2.3242, -0.1007], [-3.6720, 3.0556, -0.0557], [-4.1884, 0.2650, 1.0374], [-4.4053, 1.7136, 2.0092], [-2.0779, 2.3745, 1.6858], [-1.7813, 0.9976, 0.6304], [-2.6766, 0.7349, 3.5317], [-2.1579, -0.5713, 2.4695], [0.1008, 0.5559, 2.2923], [-0.4535, 1.7532, 3.4558], [-0.9426, -0.2132, 5.0412], [0.7456, 0.2180, 4.7815], [-0.6085, -1.9992, 3.1948], [0.1671, -2.2810, 4.7487], [1.5715, -1.0726, 2.3307], [2.3143, -1.4839, 3.8743], [0.8687, -3.4909, 2.1010], [1.8615, -3.8645, 3.5070], [2.8997, -2.5864, 0.9363], [2.9913, -4.3080, 1.3109], [4.3368, -2.0689, 2.8805], [4.3730, -3.7761, 3.3239], [6.4304, -3.1278, 2.0867], [5.5010, -4.3076, 1.1610], [5.4525, -2.6017, 0.7157]],
  "forces_ev_per_angstrom": [[-0.092, 0.055, 0.238], [-0.026, -0.029, -0.350], [-0.020, -0.113, 0.442], [0.139, 0.232, -0.260], [-0.269, -0.335, 0.091], [0.165, 0.262, 0.076], [0.038, -0.051, -0.142], [-0.204, -0.166, 0.269], [0.308, 0.254, -0.211], [-0.303, -0.254, 0.252], [0.219, 0.372, -0.172], [-0.032, -0.330, 0.030], [-0.117, 0.320, -0.032], [0.109, -0.001, 0.105], [-0.097, -0.303, -0.163], [0.047, 0.427, 0.185], [0.034, -0.247, -0.229], [-0.072, -0.055, 0.119], [0.046, 0.316, 0.122], [0.096, -0.249, -0.181], [-0.144, -0.011, -0.034], [0.034, 0.219, 0.223], [0.130, -0.225, -0.280], [-0.035, 0.099, 0.061], [-0.020, 0.091, 0.077], [-0.078, 0.264, 0.082], [0.147, -0.349, 0.133], [-0.002, -0.101, 0.212], [-0.315, 0.399, -0.483], [0.210, -0.171, 0.115], [0.018, -0.048, -0.021], [-0.088, -0.022, 0.011], [-0.003, -0.076, -0.056], [-0.017, -0.092, -0.065], [0.076, 0.034, 0.035], [0.092, -0.039, 0.025], [-0.048, 0.088, 0.053], [-0.056, 0.111, 0.088], [-0.024, -0.147, -0.052], [-0.010, -0.114, -0.030], [0.025, 0.071, -0.060], [0.053, -0.001, -0.085], [-0.021, 0.090, 0.071], [-0.008, 0.064, 0.073], [0.013, -0.167, -0.002], [-0.016, -0.102, -0.052], [0.051, 0.081, 0.039], [0.024, 0.115, 0.057], [-0.085, -0.031, -0.052], [-0.066, 0.034, -0.078], [0.028, -0.107, 0.044], [0.070, -0.115, 0.007], [-0.009, 0.092, -0.051], [-0.015, 0.113, 0.014], [-0.088, -0.110, 0.055], [-0.034, -0.110, 0.058], [0.041, 0.067, -0.052], [0.102, 0.030, -0.090], [-0.054, -0.033, 0.060], [-0.088, -0.089, 0.012], [0.092, 0.067, -0.106], [0.037, 0.049, -0.087], [0.003, 0.067, 0.086], [-0.005, 0.000, 0.108], [-0.053, -0.087, 0.018], [-0.037, -0.089, 0.000], [0.076, 0.103, -0.073], [0.054, 0.105, -0.009], [-0.070, -0.059, 0.050], [-0.048, -0.089, 0.041], [-0.018, 0.033, -0.145], [0.032, -0.003, -0.109], [-0.009, 0.008, 0.111], [-0.033, 0.030, 0.095], [0.142, 0.000, -0.035], [0.039, -0.097, -0.077], [0.039, 0.055, -0.119]],
  "e_homo_ev": -10.346,
  "total_energy_ev": -30833.4567,
  "spin_multiplicity": 1,
  "e_above_lowest_kcal_mol": 0.0,
  "smiles": "CCCCCCCCCCCCCCCCCCCCCCCCC(=O)O"
}